[1]
Computed, not measured: a molecular structure, C47H41N5O5PRuSi, with the ωB97M-V functional and the def2-TZVPD basis.

## Properties
HOMO-LUMO gap (alpha / beta) = 3.54 / 5.58 eV
Net charge = -2
E_HOMO (alpha / beta) = -0.19 / -3.10 eV
Multiplicity = 6
Largest force on an atom = 5.29 eV Å⁻¹

Last column: Löwdin charge in e.
Geometry (Å):
Ru: 13.2864 14.6087 10.8845  1.313
P: 11.1527 15.2569 10.6298  0.928
Si: 16.3520 13.6028 11.7470  0.474
O: 14.2893 16.2441 10.5929  -0.260
O: 5.9592 6.1576 9.2949  0.010
O: 14.4597 18.4013 10.7500  0.017
O: 12.7885 13.6355 12.3593  -0.471
O: 15.2154 13.7710 10.6226  -0.442
N: 14.7683 5.8169 10.3557  0.081
N: 5.8230 4.4830 10.9708  -0.064
N: 15.5452 7.2111 6.4855  0.091
N: 7.7789 5.6382 10.4672  -0.116
N: 11.2399 6.1678 7.5353  0.102
C: 4.4451 4.2258 10.3902  -0.044
C: 11.3224 19.4129 12.7581  -0.160
C: 10.7757 15.4980 8.8894  -0.358
C: 7.7835 13.4016 12.9230  -0.102
C: 14.6692 6.8020 7.1488  -0.312
C: 8.9144 13.8278 13.6672  -0.071
C: 11.3526 14.6195 7.9372  -0.084
C: 16.0586 14.3107 13.4364  -0.253
C: 9.8365 16.8409 7.1441  -0.088
C: 10.4305 16.0238 6.2303  -0.130
C: 19.9835 16.1423 10.5929  -0.127
C: 8.9511 13.6778 10.9297  -0.094
C: 17.8602 14.5736 11.2553  -0.204
C: 14.8344 14.8456 15.8142  -0.099
C: 13.7955 17.4193 10.9729  -0.634
C: 8.4892 6.2127 9.2994  -0.043
C: 20.1695 15.0824 11.4794  -0.121
C: 11.2675 16.8949 11.4616  -0.330
C: 15.9266 9.4527 11.1402  -0.086
C: 19.1267 14.2217 11.7584  -0.100
C: 16.4566 13.6384 14.5616  -0.104
C: 18.2018 9.7923 11.6358  -0.122
C: 10.1574 17.3865 12.1816  -0.126
C: 15.4163 15.5211 13.5954  -0.097
C: 12.4590 18.8983 12.1858  -0.047
C: 7.7678 13.2729 11.5425  -0.077
C: 12.4563 17.6168 11.5751  -0.194
C: 15.8517 13.8835 15.7854  -0.097
C: 14.6266 15.7227 14.7240  -0.072
C: 11.1588 14.9300 6.5857  -0.097
C: 9.9941 14.3786 13.0114  -0.094
C: 10.1751 18.6761 12.7539  -0.153
C: 14.2632 6.0768 9.2983  -0.266
C: 7.4074 5.0035 12.8024  -0.148
C: 6.4300 5.4498 10.2079  -0.502
C: 17.2065 8.9462 11.0922  -0.097
C: 17.9317 11.0690 12.0552  -0.128
C: 17.6330 15.6962 10.4101  -0.061
C: 15.6981 10.8509 11.2743  -0.093
C: 9.9770 16.5698 8.5149  -0.063
C: 18.7216 16.5339 10.1377  -0.092
C: 16.6806 11.6626 11.7829  -0.197
C: 12.3911 6.1720 7.7243  -0.236
C: 13.7580 6.3385 8.0329  -0.352
C: 8.4285 5.3536 11.6799  -0.198
C: 6.3175 4.0009 12.2887  -0.135
C: 9.9399 14.3964 11.5846  -0.366
H: 17.3275 12.9721 14.4405  0.107
H: 14.0288 16.6264 14.8036  0.101
H: 13.4258 19.4411 12.2109  0.120
H: 4.4973 4.3249 9.2758  0.090
H: 6.9899 5.9077 13.2070  0.098
H: 9.0823 4.4665 11.5027  0.126
H: 9.5872 6.1174 9.4116  0.064
H: 10.2557 16.2027 5.1524  0.112
H: 9.3284 16.7324 12.4210  0.083
H: 8.0311 4.5199 13.5875  0.113
H: 14.7249 11.2606 11.0724  0.085
H: 18.6213 17.5112 9.6277  0.105
H: 14.3031 15.0590 16.7491  0.089
H: 11.2866 20.3519 13.2539  0.073
H: 6.9408 13.3094 13.5325  0.072
H: 19.2524 13.3452 12.4134  0.075
H: 9.3345 18.9559 13.4502  0.096
H: 9.0671 13.4804 9.8519  0.110
H: 8.9119 13.7816 14.7617  0.106
H: 10.8871 14.7195 13.5186  0.105
H: 3.6818 4.9765 10.6572  0.080
H: 15.1010 8.7349 10.9487  0.096
H: 20.8519 16.7464 10.2685  0.093
H: 5.5396 3.8387 13.0299  0.103
H: 6.8166 12.8546 11.1482  0.115
H: 16.1339 13.3380 16.6462  0.078
H: 18.7685 11.6736 12.4727  0.075
H: 12.2229 13.9750 8.1832  0.104
H: 19.2296 9.3858 11.5787  0.097
H: 4.0285 3.2664 10.6161  0.058
H: 8.2352 7.2640 9.1407  0.085
H: 8.1404 5.7416 8.3961  0.076
H: 21.0849 14.9504 12.0723  0.096
H: 16.6444 15.8831 9.9767  0.090
H: 9.0888 6.2250 12.0184  0.147
H: 11.7820 14.3228 5.9036  0.117
H: 6.8250 2.9880 12.1556  0.127
H: 17.3401 7.8675 10.8601  0.106
H: 15.4824 16.2718 12.8213  0.100
H: 9.4889 17.2168 9.2422  0.111
H: 9.3718 17.7723 6.7645  0.113

[2]
Computed, not measured: a molecular structure, C47H43AuF9N3P, with the ωB97M-V functional and the def2-TZVPD basis.

## Properties
HOMO-LUMO gap = 6.54 eV
Net charge = -1
E_HOMO = -4.28 eV
Largest force on an atom = 0.81 eV Å⁻¹

Last column: Löwdin charge in e.
Geometry (Å):
Au: -0.5786 -1.5345 -1.8385  0.728
P: -0.1264 1.2409 -1.2781  1.081
F: 5.8623 1.7645 -4.3665  0.127
F: -5.8489 3.5379 -3.8654  0.125
F: 1.1812 5.5268 3.7994  0.125
F: 5.4258 3.8552 -4.0584  0.120
F: -0.4849 4.4308 4.6175  0.124
F: 4.6517 2.8338 -5.8001  0.121
F: -4.7024 3.8288 -5.6709  0.128
F: -4.6300 5.3066 -4.0984  0.123
F: -0.8381 6.1795 3.3953  0.127
N: 1.6538 -1.5019 1.0507  0.125
N: 0.5965 -1.6267 3.0865  0.133
N: -0.6853 -1.8334 1.1611  0.142
C: -0.0867 4.2130 2.2945  -0.133
C: -2.4177 -4.3732 -1.7407  -0.129
C: -2.8038 -1.1814 2.1538  -0.217
C: 4.3053 -1.3429 -1.4482  -0.092
C: 3.6830 2.3974 -2.3194  -0.009
C: -3.9369 -1.5392 2.8746  -0.062
C: -3.5025 3.2688 -3.6907  -0.130
C: 2.4957 1.9232 -4.3566  -0.005
C: -1.1768 3.1998 -3.1136  -0.099
C: 3.6414 -1.4517 -2.6545  -0.121
C: -4.0974 -2.8198 3.3799  -0.112
C: 3.6529 2.3290 -3.7065  -0.136
C: 1.7825 -1.6677 5.1838  -0.214
C: 3.3967 -3.7469 4.2380  -0.094
C: 2.1936 -1.4903 -0.2796  -0.219
C: -2.8102 -3.3790 -2.8308  -0.564
C: 3.5984 -3.2400 5.5116  -0.104
C: -0.0018 2.6001 0.0076  -0.321
C: -3.7088 2.0734 -3.0174  0.005
C: 0.3404 2.0978 1.2705  -0.106
C: -2.6137 0.2317 1.6803  -0.039
C: -0.4601 4.7285 1.0615  -0.007
C: 1.3789 1.5805 -3.6171  -0.094
C: 4.8799 2.6886 -4.4784  -0.571
C: -2.6507 1.4605 -2.3653  -0.078
C: 2.7897 -2.2102 5.9698  -0.060
C: -1.3844 2.0375 -2.3670  -0.349
C: 1.3838 1.6737 -2.2239  -0.353
C: -1.7983 -2.1380 1.9413  -0.259
C: 4.3652 -1.2570 1.0411  -0.054
C: 2.4071 -3.2139 3.4298  -0.041
C: -0.0671 5.0810 3.5085  -0.572
C: 2.5525 2.0848 -1.5885  -0.060
C: -2.2273 3.8149 -3.7715  -0.011
C: 3.6010 -1.3701 -0.2577  -0.238
C: 0.8953 -0.5806 5.7260  -0.042
C: -1.9672 -3.4276 2.4556  -0.032
C: -3.1071 -3.7659 3.1620  -0.105
C: -2.5658 -1.9279 -2.3829  -0.388
C: -4.2772 -3.5949 -3.2167  -0.120
C: 0.3078 2.8838 2.4051  -0.011
C: -4.6596 3.9735 -4.3260  -0.572
C: 1.4707 -1.5750 -1.4927  -0.299
C: 0.4639 -1.7074 1.6809  -0.385
C: 2.2647 -1.5741 -2.6546  -0.186
C: -0.4340 3.9240 -0.0665  -0.046
C: 1.5992 -2.1689 3.8858  -0.208
H: -0.1322 -0.9371 5.8427  0.087
H: 2.2340 -3.6274 2.4447  0.120
H: -0.1866 3.6309 -3.1776  0.109
H: -2.0661 4.7173 -4.3476  0.122
H: 0.4899 1.2279 -4.1241  0.113
H: -0.7721 5.7619 0.9830  0.118
H: 0.6226 1.0536 1.3392  0.084
H: 4.0004 -4.5673 3.8721  0.102
H: -3.2246 -4.7753 3.5358  0.095
H: -4.6906 1.6213 -3.0038  0.122
H: -1.8727 0.2612 0.8833  0.032
H: 4.0433 -0.3852 1.6216  0.085
H: -2.9109 -1.2866 -3.2072  0.006
H: 2.3897 -1.3998 1.7284  0.069
H: -4.6985 -0.7858 3.0418  0.107
H: -3.0060 -4.1891 -0.8385  0.068
H: -2.2537 0.8613 2.4997  0.079
H: 4.3720 -3.6460 6.1499  0.094
H: -4.4503 -4.6007 -3.6120  0.061
H: 2.9447 -1.8083 6.9644  0.105
H: -3.5524 0.6523 1.3183  0.081
H: -0.7252 4.3549 -1.0130  0.092
H: -0.2311 -1.2924 3.5530  0.129
H: 5.3838 -1.2265 -1.4305  0.098
H: 2.5819 2.1537 -0.5086  0.105
H: 2.4725 1.8875 -5.4373  0.119
H: 4.1940 -1.4178 -3.5868  0.093
H: -4.5861 -2.8692 -3.9718  0.062
H: 0.8758 0.2917 5.0692  0.072
H: 4.2440 -2.1487 1.6631  0.068
H: 5.4287 -1.1417 0.8386  0.075
H: 4.5930 2.7082 -1.8222  0.123
H: -1.3626 -4.2581 -1.4855  0.041
H: -4.9830 -3.0789 3.9460  0.091
H: -2.1924 -3.5734 -3.7156  0.109
H: 1.2508 -0.2689 6.7066  0.074
H: -2.5857 -5.4075 -2.0585  0.062
H: 1.7645 -1.6603 -3.6118  0.068
H: -1.1783 -4.1525 2.2975  0.112
H: -2.7893 0.5131 -1.8641  0.055
H: 0.5706 2.4772 3.3735  0.114
H: -3.2621 -1.7397 -1.5468  0.023
H: -4.9150 -3.4600 -2.3388  0.069

[3]
Computed, not measured: a molecular structure, C47H44Br2MnN5OSi, with the ωB97M-V functional and the def2-TZVPD basis.

## Properties
HOMO-LUMO gap (alpha / beta) = 5.29 / 5.93 eV
Net charge = +1
E_HOMO (alpha / beta) = -8.67 / -9.33 eV
Multiplicity = 6
Largest force on an atom = 1.50 eV Å⁻¹

Last column: Löwdin charge in e.
Geometry (Å):
Br: 0.6342 1.3149 -3.9313  0.681
Br: 2.4988 -1.2574 -4.4921  0.650
Mn: -0.0620 0.0933 -1.0484  0.686
Si: -2.1938 0.0762 0.2120  0.705
O: 2.2341 0.1307 -1.3903  -0.010
N: 4.1010 -0.2104 1.5398  -0.004
N: 0.8522 1.2249 0.8949  0.112
N: -1.0076 -1.5265 -2.5088  0.094
N: 3.7744 0.2280 0.2542  0.099
N: 0.7433 -1.7312 -0.3092  0.033
C: 1.9829 -1.4904 0.3711  -0.355
C: 1.0049 2.4453 3.3767  -0.037
C: 0.5947 2.5377 1.0206  -0.293
C: -3.6853 -3.7700 -0.5568  -0.096
C: -5.1725 3.0699 0.4309  -0.080
C: 4.3406 2.5437 0.7659  -0.022
C: -3.0579 2.4286 -1.2250  -0.149
C: -2.6212 -2.7219 -3.7920  -0.010
C: 1.2470 0.5391 1.9655  -0.205
C: -3.3358 -1.3724 -0.2792  -0.280
C: 5.5505 -0.3462 1.7665  0.068
C: 1.8230 -0.8841 1.7918  -0.076
C: -4.6557 -1.1775 -0.7090  -0.100
C: -4.9923 -3.5510 -0.9706  -0.092
C: -5.4747 -2.2507 -1.0496  -0.080
C: 4.7839 1.6602 -1.4421  0.004
C: 0.2611 3.3248 -0.2147  -0.007
C: -1.9926 -1.2559 4.2150  -0.091
C: -2.0647 1.1393 4.2687  -0.098
C: -2.0655 -1.2248 2.8255  -0.094
C: -3.2674 1.6384 -0.0924  -0.312
C: 0.7753 -2.6576 -1.2995  -0.273
C: 2.6845 -0.3375 -0.3727  -0.331
C: 2.8683 -2.7214 0.4551  -0.025
C: 1.3022 1.1021 3.2311  -0.014
C: 4.3234 1.4993 -0.1466  -0.208
C: -4.3476 1.9926 0.7301  -0.114
C: 2.7986 -3.6383 -0.5314  -0.070
C: -0.4290 -2.7005 -2.1856  -0.229
C: -2.1242 -0.0156 2.1197  -0.279
C: 4.8499 3.7737 0.3755  -0.060
C: 3.2315 -0.7707 2.2867  -0.206
C: 0.6797 3.1772 2.2533  -0.011
C: 5.3124 3.9526 -0.9219  -0.063
C: -2.0340 -3.9229 -3.4562  -0.035
C: -4.9443 3.8270 -0.7120  -0.090
C: 5.2711 2.8998 -1.8274  -0.048
C: -2.0877 -1.5347 -3.2999  -0.317
C: 1.7878 -3.5506 -1.5237  -0.075
C: -3.8810 3.5051 -1.5439  -0.087
C: 1.0513 -0.1615 -5.1044  -1.009
C: 3.6509 -1.3372 3.5942  0.027
C: -2.8723 -2.6943 -0.2228  -0.137
C: -0.9157 -3.9140 -2.6383  -0.013
C: -2.7558 -0.2303 -3.6227  -0.027
C: -1.9934 -0.0719 4.9432  -0.099
C: -2.1202 1.1603 2.8798  -0.136
H: -6.0006 3.3171 1.0857  0.104
H: -6.4959 -2.0706 -1.3677  0.103
H: 1.7559 -4.2309 -2.3609  0.102
H: -2.2208 2.2004 -1.8798  0.056
H: 0.1783 2.6807 -1.0846  0.025
H: 3.5479 -2.8615 1.2921  0.094
H: -3.6933 4.0904 -2.4381  0.102
H: -0.4393 -4.8331 -2.3280  0.120
H: 1.0263 2.9117 4.3544  0.123
H: -3.5018 -2.6850 -4.4210  0.125
H: -1.9582 -2.2079 4.7329  0.100
H: 5.6238 3.0388 -2.8409  0.115
H: 4.3072 -2.1977 3.4448  0.113
H: -1.9631 -0.0951 6.0260  0.100
H: -5.0561 -0.1698 -0.7744  0.094
H: -2.1903 2.1185 2.3733  0.095
H: 4.1909 -0.6023 4.1908  0.107
H: 6.0682 0.4038 1.1797  0.103
H: -5.6304 -4.3868 -1.2319  0.102
H: 3.4674 -4.4934 -0.5183  0.115
H: 5.8536 -1.3417 1.4450  0.121
H: -0.6790 3.8651 -0.1008  0.093
H: -4.5541 1.4060 1.6202  0.107
H: -3.2979 -4.7814 -0.4974  0.106
H: -1.8439 -2.8880 0.0762  0.089
H: -2.4475 -4.8592 -3.8122  0.120
H: 4.8737 4.5942 1.0815  0.112
H: -5.5941 4.6598 -0.9531  0.102
H: 2.7771 -1.6722 4.1461  0.104
H: 4.7494 0.8330 -2.1392  0.124
H: -2.0879 2.0696 4.8275  0.105
H: -3.5957 -0.0700 -2.9383  0.079
H: -3.1501 -0.2403 -4.6402  0.092
H: 0.1674 -0.7791 -5.1719  -0.009
H: 5.7041 4.9143 -1.2269  0.112
H: -2.0710 0.6051 -3.5166  0.007
H: 5.7857 -0.1967 2.8134  0.100
H: -2.0901 -2.1649 2.2872  0.087
H: 0.4781 4.2399 2.3178  0.129
H: 1.5559 0.4943 4.0945  0.124
H: 1.2631 -1.5863 2.4089  0.168
H: 3.9465 2.4015 1.7689  0.118
H: 1.3249 0.2661 -6.0557  0.000
H: 1.0561 4.0479 -0.4157  0.096

[4]
Computed, not measured: a molecular structure, C47H47BeNP2, with the ωB97M-V functional and the def2-TZVPD basis.

## Properties
HOMO-LUMO gap (alpha / beta) = 5.35 / 6.41 eV
E_HOMO (alpha / beta) = -5.35 / -6.23 eV
Largest force on an atom = 2.84 eV Å⁻¹

Last column: Löwdin charge in e.
Geometry (Å):
P: 2.9091 0.0363 -0.0388  0.973
P: -0.7544 -1.3215 -1.0280  1.070
N: -1.4854 0.0437 1.7997  0.012
C: 3.2878 4.0705 -0.7593  -0.067
C: -0.8695 -3.7232 3.7112  -0.107
C: -2.0751 -1.6270 3.5345  -0.051
C: 0.1762 -0.5161 -4.0904  -0.173
C: 0.2686 1.3883 -2.3644  -0.129
C: -3.5959 -4.6490 0.6061  -0.082
C: -1.0571 0.9122 4.0808  -0.065
C: -2.5480 1.2763 -1.1745  -0.392
C: 4.4180 -0.7630 0.5246  -0.303
C: 4.2152 2.9092 -2.6735  -0.065
C: -0.5639 2.2716 -3.2290  -0.184
C: -0.1352 -3.3725 2.5884  -0.083
C: 2.9777 2.8436 -0.1672  -0.085
C: -1.8067 -3.9992 -0.9126  -0.080
C: 5.6473 -0.0911 0.5557  -0.070
C: -2.3868 0.5727 -2.5039  -0.266
C: -1.7718 -0.8464 -2.4603  -0.399
C: 1.9614 0.4427 1.4360  -0.157
C: -1.8762 2.5283 -0.8293  -0.151
C: -1.8143 -2.8252 4.2090  -0.084
C: 3.9307 1.6771 -2.0692  -0.083
C: -1.9607 3.0395 4.7643  -0.124
C: 0.9252 -1.8864 -1.0578  -0.367
C: -1.3008 -1.2253 2.4123  -0.323
C: 6.8118 -0.8177 0.8170  -0.077
C: -4.6360 2.2932 -0.4618  -0.092
C: 4.3406 -2.1368 0.8199  -0.072
C: -1.9222 -2.6729 -0.4607  -0.321
C: -3.9000 1.1352 -0.6527  -0.069
C: -2.9852 -2.3287 0.3847  -0.114
C: -2.6369 -4.9877 -0.3567  -0.081
C: -1.3679 1.8166 5.0945  -0.099
C: -4.0270 3.5559 -0.5866  -0.106
C: -1.5155 1.0848 2.7442  -0.276
C: -1.8801 1.5649 -3.5876  -0.126
C: 0.7512 0.2729 -2.9474  -0.155
C: 5.5096 -2.8556 1.0725  -0.069
C: -2.2558 3.3152 3.4194  -0.090
C: 6.7453 -2.1951 1.0512  -0.076
C: 2.1335 -1.2004 -1.0371  -0.387
C: -1.1035 -1.2972 -3.7705  -0.189
C: 3.2961 1.6304 -0.8119  -0.323
C: -3.7685 -3.3118 0.9741  -0.067
C: -0.3116 -2.1281 1.9910  -0.093
C: -2.6335 3.6851 -0.6894  -0.103
C: -2.0758 2.3399 2.4301  -0.029
C: 3.9045 4.1063 -2.0160  -0.069
Be: -1.6520 0.3243 0.0242  0.271
H: -2.6376 -1.5408 -2.3757  0.120
H: 1.8116 0.0568 -2.8056  0.067
H: -2.6485 2.3514 -3.6535  0.126
H: 0.2839 -1.8659 1.1127  0.038
H: -1.1381 1.5777 6.1322  0.099
H: -0.7274 -4.7046 4.1791  0.100
H: -2.3679 -3.0702 5.1166  0.102
H: 7.6646 -2.7587 1.2068  0.105
H: 2.8881 -1.5901 -1.7420  0.084
H: -1.0909 -4.2358 -1.6910  0.097
H: -0.4888 0.0242 4.3608  0.108
H: -0.8683 -2.3724 -3.7172  0.107
H: 3.3738 -2.6521 0.8061  0.110
H: -4.2180 -5.4147 1.0626  0.100
H: -0.0540 2.4459 -4.1946  0.117
H: 0.7571 1.8149 -1.4883  0.084
H: 0.9529 -1.2407 -4.3767  0.112
H: -4.4965 -3.0319 1.7395  0.114
H: 7.7689 -0.2961 0.8187  0.106
H: 4.6880 2.9150 -3.6535  0.107
H: 2.5149 2.8504 0.8207  0.100
H: -2.1216 4.6503 -0.6250  0.111
H: -0.6869 3.2696 -2.7925  0.106
H: 4.1587 5.0577 -2.4870  0.108
H: 0.0355 0.1370 -4.9676  0.111
H: 5.4590 -3.9293 1.2671  0.109
H: -3.3999 0.3273 -2.9273  0.153
H: 4.2089 0.7470 -2.5568  0.112
H: 3.0572 5.0069 -0.2464  0.111
H: -1.8111 -1.1644 -4.6000  0.113
H: -2.6383 4.2972 3.1311  0.099
H: -1.8002 1.0808 -4.5744  0.103
H: 0.5840 -4.0681 2.1483  0.104
H: -2.1677 3.7801 5.5364  0.089
H: -4.6268 4.4546 -0.5844  0.087
H: -0.7923 2.5338 -0.6244  0.094
H: 1.1657 1.1846 1.2413  0.055
H: -5.7067 2.2047 -0.2570  0.102
H: -3.1604 -1.2643 0.6283  0.084
H: -2.8641 -0.9683 3.9029  0.125
H: 5.6763 0.9793 0.3436  0.107
H: -4.3524 0.1315 -0.6390  0.110
H: -2.3751 2.5216 1.3948  0.064
H: -2.5195 -6.0206 -0.6599  0.096
H: 0.9806 -2.9889 -1.0495  0.069
H: 2.6842 0.8698 2.1516  0.077
H: 1.5086 -0.4506 1.8791  0.045